Record 1
The following is a DFT calculation (wB97M-V/def2-TZVPD) of a molecular structure, C7H10N2S.

```
20
Properties=species:S:1:pos:R:3:forces:R:3:nbo_charge:R:1
C -3.386783 -0.432302 0.319621 -1.3 -0.9 -0.2 -0.125
C -1.588586 0.613377 1.386695 1.0 -0.6 -0.8 -0.364
C -1.290020 -0.231516 0.356583 -1.2 0.5 -0.2 0.265
C -0.070387 0.817321 1.517408 -1.0 0.1 3.6 -0.228
C 0.875643 -0.830706 -1.806083 0.7 -2.9 0.6 -0.635
C 2.416225 0.366928 -0.049576 -0.4 -1.0 -0.1 -0.620
C 1.009290 0.211326 -0.706232 -0.9 0.3 1.7 -0.045
N -2.351654 -0.871481 -0.311045 2.1 1.0 0.7 -0.421
N 0.120071 -0.139848 0.460816 0.7 -0.9 -3.1 -0.412
S -3.247553 0.528122 1.759680 0.2 0.2 -0.6 0.430
H -4.340531 -0.689861 -0.088440 -0.7 -0.1 0.3 0.213
H 0.225417 1.865076 1.701263 0.5 -0.4 -1.4 0.229
H 0.297583 0.232333 2.350110 0.1 0.5 1.0 0.213
H -0.153037 -1.098543 -2.096063 0.2 0.8 0.0 0.239
H 1.491376 -0.647529 -2.681947 -0.2 0.5 -0.1 0.222
H 1.264624 -1.899304 -1.488045 -0.5 2.1 0.0 0.208
H 2.319651 0.750623 1.018409 0.2 -0.1 -1.6 0.216
H 3.087904 1.000215 -0.697513 -0.5 -0.9 0.9 0.220
H 2.730195 -0.717624 0.068091 0.3 1.4 -0.2 0.218
H 0.590569 1.173393 -1.013729 0.4 0.2 -0.6 0.176
```
Positions in Å, forces in eV/Å.

The HOMO-LUMO gap is 8.798 eV. The spin multiplicity is 1. The value obtained for the LUMO energy is 0.0284 Ha. Its relative energy (zero: lowest compared OMol25 entry of this formula, charge and spin) is 2.469 eV. The value obtained for the HOMO energy is -8.024 eV.

***

Record 2
The following is a DFT calculation (wB97M-V/def2-TZVPD) of 2 unconnected molecules or ions with the total composition C7H10N3.

```
20
Properties=species:S:1:pos:R:3:forces:R:3:nbo_charge:R:1
C 1.677954 -0.968395 1.301739 -0.8 1.4 -1.1 0.397
C 0.988949 -2.288700 1.417657 3.1 -1.0 -0.1 -0.306
C -0.235927 -2.075394 0.981367 -2.1 -2.3 -0.1 -0.145
C 0.449506 2.162001 -2.152621 0.4 -0.5 0.1 0.006
C -0.784634 -0.728412 0.575370 -0.4 -0.2 -0.1 -0.134
C -1.114833 0.095199 1.807994 1.8 -4.2 2.4 -0.593
C 0.128939 0.763663 -2.167097 -2.7 -2.6 0.9 -0.037
N 1.427881 -0.227242 0.311805 -1.1 -1.7 0.4 -0.137
N 0.590640 2.900422 -1.182960 0.2 0.5 2.1 -0.522
N 0.237139 -0.025558 -0.190388 1.7 1.1 -2.2 -0.159
H 1.557331 -3.230184 1.785896 -1.5 1.9 -0.6 0.301
H -0.976047 -2.961839 0.985827 1.1 1.7 0.2 0.284
H 0.515963 2.484900 -3.155321 0.1 0.5 -1.7 0.212
H -1.654324 -0.866754 -0.057229 -0.1 0.1 -0.2 0.249
H -1.583809 -0.638178 2.599136 0.5 1.6 -1.5 0.239
H -1.765720 0.849836 1.541102 -0.8 2.1 0.0 0.239
H -0.067451 0.253692 2.231125 -1.7 0.9 -0.1 0.229
H -0.991763 0.647241 -2.580757 2.3 -0.2 1.5 0.260
H 0.780979 0.008518 -2.619993 0.1 0.4 0.3 0.249
H 0.819230 3.845184 -1.432653 0.0 0.6 -0.2 0.370
```
Positions in Å, forces in eV/Å.

The HOMO-LUMO gap (spin up / spin down) is 7.578 / 7.480 eV. The spin multiplicity is 1. The value obtained for the LUMO energy (spin up / spin down) is -0.2081 / -0.2155 Ha. Its charge is +1. Its relative energy (zero: lowest compared OMol25 entry of this formula, charge and spin) is 8.450 eV. The value obtained for the HOMO energy (spin up / spin down) is -13.242 / -13.345 eV.

***

Record 3
The following is a DFT calculation (wB97M-V/def2-TZVPD) of a molecular structure, C7H10N3O2.

```
22
Properties=species:S:1:pos:R:3:forces:R:3:nbo_charge:R:1
C -2.873480 -0.819469 0.255113 -2.2 0.4 0.1 -0.128
C -3.313371 0.382087 -0.308027 3.0 -0.1 0.8 -0.142
C -1.242397 0.369256 0.109417 0.6 0.8 -1.9 0.522
C 1.031699 2.084687 0.082401 0.7 1.4 1.5 0.843
C 1.262915 -1.402122 -1.181488 3.0 -0.2 0.8 -0.607
C 1.710229 -0.731466 1.159717 -0.9 -2.6 1.1 -0.630
C 1.724691 -0.233228 -0.243730 0.0 0.2 -1.5 -0.080
N -1.543606 -0.845444 0.514902 0.7 0.8 -0.5 -0.597
N -2.174832 1.189805 -0.447102 1.2 -1.6 0.6 -0.632
N 0.912881 0.916863 -0.523039 -4.7 -2.7 -0.1 -0.488
O -0.045447 2.871097 0.012963 -0.9 -0.7 -0.8 -0.719
O 2.041077 2.470398 0.651951 0.6 0.2 0.0 -0.698
H -3.566217 -1.557694 0.623847 0.2 -0.5 0.0 0.175
H -4.269228 0.790145 -0.496774 -0.8 0.1 -0.2 0.190
H 1.981189 -2.271699 -1.037398 -0.7 1.0 -0.4 0.179
H 0.419511 -1.660137 -0.648834 -2.3 -1.1 0.5 0.230
H 1.049030 -1.254527 -2.232902 0.2 0.5 0.0 0.210
H 0.625370 -0.768485 1.473652 1.2 -0.2 -0.1 0.240
H 2.250156 -0.083121 1.863602 0.0 -0.4 -0.3 0.224
H 2.101819 -1.881698 1.133103 -0.7 2.8 0.5 0.186
H 2.693801 0.167534 -0.405382 1.5 -0.1 -0.7 0.202
H -0.775793 2.267216 -0.355984 0.5 1.6 0.4 0.521
```
Positions in Å, forces in eV/Å.

The HOMO-LUMO gap is 8.102 eV. The spin multiplicity is 1. The value obtained for the LUMO energy is 0.1216 Ha. Its charge is -1. Its relative energy (zero: lowest compared OMol25 entry of this formula, charge and spin) is 2.677 eV. The value obtained for the HOMO energy is -4.793 eV.

***

Record 4
The following is a DFT calculation (wB97M-V/def2-TZVPD) of C7H10N4 in the gas phase.

```
21
Properties=species:S:1:pos:R:3:forces:R:3:nbo_charge:R:1
C -2.136571 -2.910929 -0.959967 0.4 -0.9 -0.6 0.211
C -0.511545 -2.012289 0.253144 -2.3 1.7 -1.5 -0.135
C -1.075352 -1.133964 -0.694478 0.2 -1.1 0.6 0.351
C 0.773016 -1.664011 0.718352 1.5 -3.4 1.4 0.114
C 0.473577 0.569079 0.115052 -0.5 0.5 0.3 0.265
C -0.229130 1.200351 1.437176 2.8 1.7 -1.3 -0.623
C 1.414952 1.589710 -0.597455 -0.8 -0.1 0.0 -0.615
N -2.043037 -1.716914 -1.507500 1.0 0.1 1.5 -0.474
N 1.281664 -0.527894 0.550375 1.4 0.6 0.7 -0.474
N -1.257330 -3.151578 0.045152 -0.1 -2.8 2.4 -0.519
N -0.582789 0.096168 -0.806243 0.5 2.0 -1.8 -0.601
H -2.636096 -3.749303 -1.431017 -0.5 0.2 0.4 0.200
H 1.434461 -2.537934 1.189213 -1.2 1.9 -1.0 0.179
H 0.033106 0.493478 2.200335 0.0 0.1 0.8 0.220
H -1.281538 1.276904 1.326742 -0.9 0.1 -0.2 0.218
H 0.239907 2.279421 1.650893 -1.1 -2.5 -0.3 0.205
H 2.180587 1.163125 -1.316805 -1.2 0.4 0.9 0.229
H 1.894922 2.138098 0.197155 0.7 -0.1 0.2 0.223
H 0.779694 2.377270 -1.028881 0.2 -0.3 -0.5 0.205
H -1.346472 -3.927208 0.805185 0.1 1.8 -2.4 0.426
H -0.499050 0.437358 -1.766644 -0.2 0.0 0.5 0.396
```
Positions in Å, forces in eV/Å.

The HOMO-LUMO gap is 8.383 eV. The spin multiplicity is 1. The value obtained for the LUMO energy is 0.0289 Ha. Its relative energy (zero: lowest compared OMol25 entry of this formula, charge and spin) is 1.555 eV. As for the SMILES: CC1(C)N=Cc2[nH]cnc2N1. The value obtained for the HOMO energy is -7.596 eV.

***

Record 5
The following is a DFT calculation (wB97M-V/def2-TZVPD) of 2 unconnected molecules or ions with the total composition C7H10N4O.

```
22
Properties=species:S:1:pos:R:3:forces:R:3:nbo_charge:R:1
C -2.564046 0.885542 -0.616513 -1.5 -0.7 -2.3 -0.345
C -1.275348 1.072945 -0.918599 1.7 -0.5 2.5 -0.004
C -2.593481 -0.238452 0.226742 -0.6 1.3 1.4 0.309
C 2.337405 2.866242 -0.390847 -0.7 1.4 0.4 -0.473
C 1.498604 2.098250 0.220320 -2.7 -4.3 1.1 -0.140
C 0.781900 0.077320 0.064816 2.4 3.9 0.0 0.466
C 2.449057 -2.928611 0.068614 3.1 -3.5 0.6 -0.251
N -1.424040 -0.515145 0.683568 1.5 -1.7 0.2 -0.293
N 1.677884 -0.790389 0.200794 0.1 -0.4 -0.3 -0.195
N -0.570451 0.231648 -0.035986 -0.2 0.4 -1.3 -0.275
N -3.649362 -0.746557 0.871388 -1.4 -3.0 1.9 -0.809
O 1.344112 -2.168517 0.107484 -3.0 2.0 -0.1 -0.387
H -3.385276 1.210043 -1.232826 -0.2 0.5 0.3 0.228
H -0.765205 1.881959 -1.340772 0.6 0.7 -1.1 0.229
H 2.212321 3.927153 -0.097104 0.7 -0.5 -0.3 0.219
H 2.956331 2.573005 -1.179200 1.0 -0.3 -1.0 0.216
H 0.814863 2.406922 1.005930 0.1 0.1 -0.1 0.182
H 2.504653 -3.676059 0.965713 0.0 1.6 -1.0 0.164
H 3.337987 -2.274336 0.037581 -0.2 -0.6 0.1 0.200
H 2.515160 -3.694140 -0.789894 -0.5 1.6 0.6 0.172
H -4.603115 -0.552107 0.767477 -0.9 1.0 -0.9 0.390
H -3.599957 -1.646722 1.381306 0.8 1.1 -0.7 0.397
```
Positions in Å, forces in eV/Å.

The HOMO-LUMO gap is 8.952 eV. The spin multiplicity is 1. The value obtained for the LUMO energy is 0.0340 Ha. Its relative energy (zero: lowest compared OMol25 entry of this formula, charge and spin) is 7.755 eV. The value obtained for the HOMO energy is -8.027 eV.

***

Record 6
The following is a DFT calculation (wB97M-V/def2-TZVPD) of C7H10N4O3 in the gas phase.

```
24
Properties=species:S:1:pos:R:3:forces:R:3:nbo_charge:R:1
C -0.647455 -0.987415 1.378641 -1.6 -1.4 -0.3 0.622
C -2.655913 -1.316831 -0.091824 -1.0 -0.4 0.5 0.776
C -1.713785 2.067804 0.455426 -0.4 1.2 1.7 0.783
C -1.266904 0.428029 -1.260322 0.3 -0.8 3.4 0.226
C -0.113657 0.234512 0.802744 -2.2 2.1 -2.3 0.062
C 2.019951 -0.647520 -0.192679 0.8 0.4 -2.7 -0.605
C 1.363742 0.364531 0.740004 0.9 2.0 -2.6 -0.456
N -2.062415 -1.279980 1.146721 1.4 1.7 -0.4 -0.677
N -2.072689 -0.696585 -1.189517 -0.2 -1.2 -0.1 -0.685
N -1.959787 1.595354 -0.813381 1.1 -1.5 -1.4 -0.653
N -0.871261 1.350867 1.303818 0.5 -0.2 -1.1 -0.653
O -0.036155 -1.773229 2.041193 0.7 -0.3 0.6 -0.531
O -3.669143 -1.967899 -0.272080 0.1 0.1 0.1 -0.620
O -2.362831 2.992081 0.869935 -0.1 0.3 0.3 -0.588
H -0.598176 0.417479 -2.103641 0.2 0.5 0.0 0.215
H 3.170946 -0.568725 -0.143622 -1.9 -0.6 0.1 0.228
H 1.755465 -0.448479 -1.330039 0.5 0.3 2.1 0.192
H 1.603367 -1.661857 -0.136385 0.6 0.1 0.8 0.222
H 1.803405 1.441914 0.477884 -1.6 -2.1 0.4 0.226
H 1.652967 0.225969 1.720441 1.1 -0.6 2.3 0.225
H -2.579270 -1.707059 1.901648 0.2 -0.4 -0.3 0.435
H -2.358090 -1.297010 -1.947794 0.4 0.5 -0.8 0.428
H -2.949769 1.377927 -0.785467 -0.2 0.4 -0.5 0.413
H -1.326766 1.301515 2.206127 0.3 0.0 0.1 0.415
```
Positions in Å, forces in eV/Å.

The HOMO-LUMO gap (spin up / spin down) is 8.312 / 8.310 eV. The spin multiplicity is 1. The value obtained for the LUMO energy (spin up / spin down) is -0.0257 / -0.0257 Ha. Its relative energy (zero: lowest compared OMol25 entry of this formula, charge and spin) is 1.737 eV. The value obtained for the HOMO energy (spin up / spin down) is -9.011 / -9.011 eV.

***

Q: relative energy (zero: lowest compared OMol25 entry of this formula, charge and spin) of number 1 (C7H10N2S)?
A: 2.469 eV